{"formula": "C50H77N10O4P3Ti", "method": "the ωB97M-V functional and the def2-TZVPD basis", "total_charge": 4, "e_homo_ev": -17.729, "e_above_lowest_ev": 0.440, "total_energy_ha": -4672.59855, "orbital_gap_ev": 6.51, "symbols": ["Ti", "N", "C", "C", "C", "N", "H", "H", "H", "H", "H", "H", "H", "H", "H", "H", "O", "P", "C", "P", "O", "C", "C", "C", "C", "C", "C", "C", "C", "C", "C", "C", "C", "C", "C", "C", "C", "C", "C", "C", "C", "C", "C", "C", "C", "H", "H", "H", "H", "H", "H", "H", "H", "H", "H", "H", "H", "H", "H", "H", "H", "H", "H", "H", "H", "H", "H", "C", "N", "C", "C", "C", "O", "H", "H", "H", "H", "H", "H", "H", "H", "H", "O", "P", "N", "C", "C", "C", "C", "N", "C", "C", "C", "C", "N", "C", "C", "C", "C", "H", "H", "H", "H", "H", "H", "H", "H", "H", "H", "H", "H", "H", "H", "H", "H", "H", "H", "H", "H", "H", "H", "H", "H", "C", "N", "C", "N", "C", "N", "C", "N", "C", "C", "H", "H", "H", "H", "H", "H", "H", "H", "H", "H", "H", "H"], "coordinates": [[-0.080, -0.016, -0.230], [0.800, 1.081, 1.448], [2.035, 1.900, 1.280], [3.243, 1.007, 1.102], [3.167, 0.189, -0.168], [1.991, -0.728, -0.146], [0.060, 1.689, 1.792], [0.996, 0.392, 2.184], [2.150, 2.537, 2.158], [1.911, 2.561, 0.424], [3.357, 0.352, 1.972], [4.140, 1.627, 1.063], [4.070, -0.408, -0.299], [3.085, 0.833, -1.041], [2.064, -1.311, 0.680], [2.053, -1.344, -0.955], [-0.392, 1.887, -0.653], [-0.154, 3.134, -1.563], [1.159, 2.720, -2.742], [1.211, 0.986, -3.277], [0.622, 0.112, -2.152], [0.305, 0.774, -4.783], [-0.725, -0.156, -4.863], [-1.386, -0.345, -6.069], [-1.012, 0.389, -7.186], [0.031, 1.309, -7.110], [0.697, 1.499, -5.913], [2.910, 0.574, -3.597], [3.931, 1.521, -3.673], [5.221, 1.119, -3.992], [5.492, -0.220, -4.232], [4.474, -1.168, -4.167], [3.183, -0.774, -3.861], [0.451, 4.459, -0.549], [1.364, 5.386, -1.053], [1.768, 6.455, -0.266], [1.260, 6.606, 1.017], [0.344, 5.688, 1.522], [-0.061, 4.618, 0.744], [-1.639, 3.631, -2.385], [-2.581, 4.368, -1.651], [-3.753, 4.784, -2.253], [-3.989, 4.489, -3.593], [-3.052, 3.779, -4.330], [-1.877, 3.348, -3.732], [2.090, 2.904, -2.197], [1.140, 3.398, -3.598], [-0.997, -0.724, -3.985], [-2.190, -1.065, -6.147], [-1.526, 0.238, -8.126], [0.328, 1.866, -7.989], [1.526, 2.199, -5.873], [3.742, 2.575, -3.506], [6.012, 1.854, -4.064], [6.497, -0.528, -4.489], [4.688, -2.206, -4.382], [2.383, -1.509, -3.856], [1.754, 5.307, -2.061], [2.472, 7.176, -0.660], [1.570, 7.447, 1.623], [-0.060, 5.818, 2.517], [-0.784, 3.917, 1.146], [-2.387, 4.648, -0.622], [-4.474, 5.362, -1.691], [-4.899, 4.832, -4.067], [-3.228, 3.571, -5.377], [-1.161, 2.801, -4.328], [-1.810, -4.729, -2.679], [-1.721, -3.303, -2.289], [-2.712, -2.421, -2.908], [-0.850, -2.884, -1.406], [0.104, -3.838, -0.774], [-0.814, -1.646, -1.059], [-2.575, -4.817, -3.443], [-2.103, -5.344, -1.830], [-0.864, -5.076, -3.088], [-2.759, -2.643, -3.972], [-2.431, -1.385, -2.769], [-3.694, -2.606, -2.472], [-0.242, -4.866, -0.801], [0.249, -3.534, 0.259], [1.058, -3.799, -1.309], [-0.030, -1.436, 1.580], [0.525, -2.116, 2.851], [1.431, -3.439, 2.490], [1.568, -4.639, 3.389], [2.890, -5.280, 2.983], [3.064, -4.861, 1.533], [2.574, -3.419, 1.549], [1.530, -0.989, 3.583], [0.900, -0.017, 4.515], [2.089, 0.743, 5.074], [3.106, -0.375, 5.300], [2.874, -1.351, 4.138], [-0.675, -2.560, 3.868], [-1.956, -1.819, 3.954], [-2.242, -1.675, 5.440], [-1.691, -2.974, 6.013], [-0.445, -3.264, 5.174], [0.721, -5.304, 3.222], [1.591, -4.355, 4.437], [2.869, -6.358, 3.123], [3.706, -4.883, 3.588], [2.427, -5.463, 0.881], [4.089, -4.940, 1.177], [2.254, -3.125, 0.554], [3.373, -2.749, 1.884], [0.374, -0.536, 5.319], [0.168, 0.615, 4.001], [1.840, 1.282, 5.985], [2.461, 1.469, 4.344], [2.917, -0.866, 6.255], [4.131, -0.014, 5.320], [2.902, -2.388, 4.471], [3.638, -1.233, 3.367], [-2.748, -2.396, 3.469], [-1.866, -0.857, 3.458], [-3.305, -1.544, 5.636], [-1.720, -0.812, 5.856], [-2.413, -3.781, 5.893], [-1.449, -2.904, 7.071], [-0.336, -4.332, 5.014], [0.462, -2.887, 5.656], [-3.001, 0.757, -0.865], [-2.206, 0.202, 0.327], [-2.943, -1.083, 0.712], [-4.322, -0.847, 1.035], [-5.002, -0.311, -0.145], [-4.386, 0.954, -0.554], [-4.499, 1.911, 0.550], [-3.821, 1.399, 1.746], [-2.433, 1.193, 1.457], [-4.443, 0.125, 2.125], [-2.896, 0.040, -1.678], [-2.562, 1.704, -1.151], [-2.404, -1.527, 1.534], [-2.892, -1.744, -0.148], [-6.053, -0.143, 0.083], [-4.936, -1.030, -0.963], [-5.550, 2.076, 0.780], [-4.052, 2.862, 0.255], [-1.923, 0.809, 2.342], [-1.984, 2.137, 1.143], [-5.496, 0.293, 2.341], [-3.968, -0.259, 3.025]], "forces_ev_per_a": [[0.287, 0.120, -0.348], [0.019, -0.016, -0.014], [-0.033, -0.030, 0.034], [0.024, 0.016, -0.001], [-0.002, -0.042, 0.001], [-0.035, 0.101, -0.035], [-0.006, 0.014, -0.030], [0.042, 0.036, -0.083], [0.016, 0.002, 0.005], [-0.022, 0.024, -0.032], [-0.009, 0.018, -0.038], [-0.002, 0.003, 0.000], [0.017, -0.002, -0.001], [-0.015, 0.023, -0.023], [0.000, -0.004, 0.014], [0.021, -0.010, -0.011], [0.158, -0.279, 0.063], [-0.061, -0.061, 0.044], [0.050, 0.035, 0.024], [-0.009, -0.007, 0.015], [-0.170, -0.058, 0.250], [-0.007, -0.068, -0.037], [-0.084, 0.041, -0.004], [-0.002, -0.008, 0.022], [0.020, 0.026, -0.020], [-0.027, -0.011, -0.002], [0.031, 0.025, 0.011], [0.037, 0.017, 0.011], [0.005, 0.005, 0.007], [-0.002, 0.002, -0.002], [0.009, 0.000, -0.006], [-0.001, -0.001, 0.001], [0.011, -0.010, 0.015], [-0.021, 0.008, 0.130], [-0.006, 0.057, -0.038], [-0.006, 0.002, -0.005], [-0.007, 0.000, 0.005], [0.008, 0.004, 0.003], [0.036, 0.003, 0.034], [0.016, 0.135, -0.086], [0.069, 0.057, 0.044], [-0.024, -0.005, -0.052], [-0.016, 0.014, 0.035], [0.022, -0.026, 0.002], [-0.106, -0.076, -0.011], [-0.007, 0.040, 0.007], [-0.039, -0.030, -0.019], [0.044, 0.022, -0.021], [0.007, 0.004, 0.002], [0.004, 0.000, 0.005], [-0.003, -0.008, 0.007], [-0.002, -0.019, 0.011], [-0.002, -0.014, -0.007], [-0.002, -0.003, 0.001], [-0.005, 0.000, 0.002], [0.000, 0.005, 0.000], [-0.002, 0.015, 0.000], [-0.012, -0.022, 0.004], [-0.004, -0.001, 0.004], [0.002, -0.006, -0.002], [0.005, 0.006, -0.003], [0.001, -0.004, -0.042], [0.008, -0.010, -0.021], [0.005, -0.003, -0.002], [0.007, -0.001, 0.003], [-0.001, 0.006, 0.010], [0.067, -0.023, -0.024], [-0.013, 0.064, 0.017], [-0.114, -0.117, -0.043], [0.038, -0.038, -0.015], [-0.013, 0.067, 0.142], [0.007, -0.009, -0.051], [0.233, 0.169, -0.092], [0.008, -0.006, -0.014], [-0.010, 0.001, 0.002], [-0.001, -0.004, 0.002], [0.003, 0.005, -0.005], [-0.035, -0.106, 0.008], [-0.004, -0.016, -0.010], [-0.008, -0.001, -0.002], [0.008, 0.000, 0.044], [-0.005, 0.009, 0.004], [-0.173, -0.094, 0.094], [-0.009, 0.005, -0.125], [0.121, 0.005, 0.000], [-0.023, 0.014, -0.038], [0.000, -0.019, -0.010], [0.017, -0.008, -0.005], [-0.044, -0.029, 0.035], [0.043, -0.056, 0.139], [0.013, -0.014, 0.002], [-0.003, 0.002, 0.036], [0.024, 0.024, -0.032], [-0.040, 0.028, 0.013], [-0.091, -0.031, 0.038], [-0.054, -0.052, -0.084], [0.005, -0.003, 0.016], [0.010, 0.019, 0.014], [0.002, 0.026, -0.015], [-0.003, -0.001, 0.009], [0.041, -0.007, -0.049], [0.008, 0.003, -0.005], [-0.002, 0.003, 0.005], [0.002, 0.008, 0.001], [-0.003, -0.009, 0.004], [-0.003, 0.009, -0.018], [-0.002, -0.003, 0.000], [-0.003, 0.001, -0.002], [-0.002, -0.014, 0.046], [0.017, 0.010, -0.005], [0.002, -0.015, -0.003], [-0.030, -0.005, -0.008], [0.005, -0.011, 0.030], [0.019, 0.003, -0.003], [-0.005, 0.010, 0.001], [0.000, 0.024, -0.033], [-0.003, 0.066, -0.027], [0.007, -0.008, 0.008], [0.000, 0.006, -0.011], [-0.004, 0.007, -0.022], [-0.010, -0.016, 0.003], [-0.017, 0.023, 0.036], [-0.002, 0.021, -0.003], [0.040, -0.015, 0.003], [-0.183, 0.042, -0.015], [-0.005, 0.115, -0.014], [0.014, 0.017, 0.010], [0.002, 0.012, 0.006], [-0.002, -0.018, 0.009], [-0.006, 0.020, 0.011], [-0.017, -0.016, -0.012], [0.010, -0.050, -0.026], [0.011, 0.009, -0.050], [-0.038, 0.078, 0.063], [-0.041, -0.032, 0.013], [0.047, -0.066, 0.124], [-0.037, -0.006, -0.014], [-0.003, -0.003, 0.000], [-0.004, 0.008, 0.004], [-0.003, 0.004, 0.001], [0.003, -0.029, 0.001], [-0.009, -0.014, 0.027], [-0.017, 0.010, -0.007], [-0.001, -0.006, 0.001], [0.039, -0.031, 0.041]], "mulliken_charge": [0.344, 0.908, -0.266, -0.847, 0.128, 0.968, 0.399, -1.093, 0.737, -0.306, -0.462, 0.794, 0.753, -0.587, -0.980, 0.498, 1.042, 1.268, -2.157, 0.920, -0.561, 0.522, 0.647, -0.612, -0.785, -0.888, -0.629, 0.767, -0.097, -0.849, -0.703, -0.843, -0.826, 1.190, -0.877, -0.955, -0.684, -1.124, 0.125, 0.487, -0.733, -0.516, -0.769, -0.874, -0.354, 0.862, 1.108, -0.366, 0.442, 0.490, 0.479, 0.438, 0.494, 0.502, 0.471, 0.517, 0.490, 0.495, 0.487, 0.478, 0.516, 0.492, 0.435, 0.517, 0.459, 0.544, 0.167, -1.004, 0.318, -0.321, 0.447, -0.876, -0.144, 0.384, 0.383, 0.390, 0.525, -0.335, 0.380, 0.857, -0.370, 0.302, 0.404, -1.705, 1.087, -0.506, -1.030, -0.780, -0.178, 0.812, 0.023, -0.473, -1.027, -0.406, 0.396, -0.527, -0.770, -0.856, -0.550, 0.367, 0.423, 0.502, 0.273, 0.269, 0.454, -0.150, 0.163, 0.360, -0.252, 0.464, 0.038, 0.406, 0.389, 0.148, 0.502, 0.696, -0.266, 0.479, 0.288, 0.386, 0.411, 0.400, 0.328, -0.342, 2.216, 0.076, 0.310, -0.784, 0.397, -0.635, 0.370, -0.792, -0.684, -0.241, -0.992, -1.175, 0.233, 0.379, 0.270, 0.439, 0.089, -0.182, -0.039, 0.409, 0.113]}